Below is a 3-piece molecular cluster, C27H45F10N2O9S overall in a non-equilibrium geometry, with properties calculated with ωB97M-V/def2-TZVPD.

```
94
Properties=species:S:1:pos:R:3:forces:R:3
O -1.7036 0.1518 3.8779 -0.9 -0.4 -1.1
C -2.4016 -0.2560 2.9680 0.8 0.6 1.3
O -3.5894 0.3443 2.6379 0.2 -0.9 -0.2
C -2.0048 -1.4700 2.1669 0.0 -0.1 -0.2
C -0.6439 -1.3246 1.4919 -0.3 -0.2 0.1
C -0.6707 -0.4900 0.2107 0.7 -0.7 0.2
N -0.1472 0.8733 0.3648 0.0 -0.7 0.8
C 0.7380 1.3396 1.3366 -0.8 -1.9 -0.4
C 0.9723 2.6059 1.0702 0.5 1.9 0.9
C 1.9361 3.4215 1.8877 0.2 0.1 -1.0
C 3.2997 3.4499 1.1492 -0.7 -0.6 0.3
C 4.4862 3.5890 2.0802 0.0 0.5 -0.7
F 5.5837 3.0165 1.4684 0.3 -0.2 -0.1
N 0.2195 2.9596 -0.0355 0.4 0.0 0.3
C 0.1877 4.3047 -0.6004 0.4 0.7 1.0
C -0.2013 5.3859 0.4311 -0.4 0.5 -0.5
C -1.5148 6.0615 0.0245 0.3 -0.5 1.0
O -2.6020 5.1914 0.3106 -0.1 -0.1 -0.6
C -0.4179 1.8642 -0.4439 -1.0 1.0 -1.2
C -1.2847 1.8172 -1.6446 -0.1 0.1 -0.6
C -0.5296 2.2212 -2.9150 0.6 -0.7 -0.4
C 0.1800 1.0108 -3.5772 0.1 1.1 -0.4
C 1.4730 1.4874 -4.2617 0.0 -0.3 0.4
C 2.6792 1.2140 -3.3552 -1.5 0.9 -1.6
F 2.7034 -0.0967 -3.1121 0.5 -0.5 0.6
F 2.4838 1.9076 -2.2043 0.3 -0.1 0.5
C 3.9655 1.6513 -4.0879 0.7 -0.4 0.4
F 4.2052 0.7500 -5.0332 0.0 -0.4 -0.2
F 3.7965 2.8109 -4.7076 -0.4 0.7 0.2
S 5.5095 1.8181 -2.9918 0.9 -1.0 -0.9
F 4.8901 0.8524 -1.9044 -0.4 0.1 0.4
F 4.8893 3.0851 -2.3052 -0.4 0.4 0.2
F 6.1969 2.7023 -4.1032 -0.1 0.5 -0.1
F 6.1837 0.5487 -3.6641 -0.1 -0.2 0.0
F 6.7743 1.9828 -2.0961 0.3 0.1 0.3
H -4.1583 0.3272 3.4183 0.0 0.5 0.1
H -1.9138 -2.2867 2.8803 -0.1 0.0 0.3
H -2.7615 -1.7900 1.4550 -0.1 0.3 -0.1
H -0.3211 -2.3217 1.2112 0.1 -0.1 0.0
H 0.0667 -0.9832 2.2392 0.1 0.1 -0.1
H -0.0460 -0.9975 -0.5221 0.1 0.1 -0.1
H -1.6741 -0.5026 -0.1977 -0.2 0.4 0.0
H 1.1269 0.7343 2.1220 0.1 -0.2 0.2
H 1.5711 4.4218 2.0833 0.0 0.1 0.1
H 2.0209 2.8997 2.8349 0.1 0.0 0.2
H 3.2841 4.1958 0.3573 0.2 0.2 0.0
H 3.3807 2.4877 0.6459 0.3 -0.1 0.0
H 4.7274 4.6413 2.2089 0.0 0.1 0.4
H 4.3301 3.0926 3.0338 -0.1 0.0 0.1
H 1.2013 4.5247 -0.9208 0.1 -0.1 -0.5
H -0.5079 4.3992 -1.4204 0.0 -0.5 -0.2
H -0.3038 4.9823 1.4326 -0.1 -0.1 0.1
H 0.5549 6.1689 0.4645 0.3 -0.1 0.0
H -1.6394 6.9929 0.5728 0.0 0.2 -0.1
H -1.4809 6.2691 -1.0404 -0.3 0.1 -0.1
H -2.7321 5.1858 1.2624 -0.1 0.0 0.1
H -1.6100 0.7925 -1.7841 -0.3 -0.1 0.0
H -2.1754 2.4359 -1.5433 0.0 0.1 0.4
H 0.2454 2.9581 -2.7358 -0.1 0.2 0.3
H -1.1859 2.6516 -3.6649 -0.3 0.1 0.1
H 0.3879 0.2342 -2.8478 -0.1 -0.3 -0.1
H -0.4604 0.6543 -4.3751 -0.2 -0.6 0.2
H 1.6294 0.9881 -5.2114 0.1 -0.1 -0.1
H 1.4006 2.5544 -4.4532 0.1 0.1 -0.1
C -2.2641 -4.6893 -5.3469 -0.1 0.3 -0.1
C -2.4358 -4.6781 -3.8431 0.1 -0.5 -0.2
O -2.5534 -3.3378 -3.3299 0.0 0.1 0.2
C -3.7388 -2.7592 -3.5136 0.2 -0.1 -0.1
O -4.6992 -3.2475 -4.0396 -0.1 0.0 0.0
O -3.6708 -1.5174 -3.0140 0.0 0.2 0.1
C -4.8568 -0.7419 -3.2226 -0.1 0.2 0.0
H -1.4208 -4.0619 -5.6396 0.1 -0.1 0.0
H -2.0896 -5.7046 -5.7008 0.0 0.0 0.0
H -3.1501 -4.3002 -5.8466 -0.1 -0.1 0.0
H -1.5522 -5.0985 -3.3666 0.0 0.2 0.1
H -3.2929 -5.2740 -3.5314 -0.1 0.1 0.0
H -5.7403 -1.2581 -2.8553 0.0 -0.1 -0.1
H -4.9686 -0.5085 -4.2802 -0.1 -0.1 0.0
H -4.7341 0.1857 -2.6687 0.2 -0.1 0.1
C -1.3398 -4.0084 7.5365 -0.1 -0.2 0.0
C -0.0934 -3.9949 6.6760 -0.2 0.4 0.2
O 0.4711 -5.3048 6.5429 0.1 0.0 -0.1
C -0.1585 -6.1122 5.6905 0.1 0.0 0.1
O -1.1185 -5.8257 5.0205 0.0 0.0 -0.1
O 0.4582 -7.2906 5.7059 0.0 0.0 0.0
C -0.1602 -8.2919 4.8926 0.0 -0.2 -0.1
H -1.1289 -4.4655 8.5036 0.1 0.1 0.0
H -1.7040 -2.9932 7.6954 0.1 0.0 0.0
H -2.1339 -4.5886 7.0681 0.0 0.1 -0.1
H 0.6710 -3.3839 7.1527 0.2 -0.2 0.0
H -0.2882 -3.5689 5.6910 -0.1 -0.1 0.0
H -0.2951 -7.9394 3.8726 -0.1 0.1 0.0
H -1.1173 -8.5837 5.3218 0.0 0.1 -0.1
H 0.5059 -9.1496 4.8900 0.1 0.1 0.1
```
Forces are in eV/Å.

The gap between HOMO and LUMO comes out at 10.327 eV. The value obtained for the LUMO energy is -0.077 Ha. Its multiplicity is 1. For the strongest force on any atom, the calculation gives 2.37 eV/A. The total charge is +1.